{
  "formula": "C18H25N4O3",
  "method": "wB97M-V/def2-TZVPD",
  "energy_ev": -31167.473,
  "homo_ha": -0.42168,
  "lumo_energy_ev": -4.75,
  "de_lowest_ev": 0.929,
  "total_charge": 1,
  "orbital_gap_ev": 6.7,
  "symbols": ["N", "C", "O", "C", "C", "C", "C", "N", "N", "C", "C", "C", "C", "N", "C", "C", "C", "H", "H", "H", "H", "H", "H", "H", "H", "H", "H", "H", "H", "H", "C", "C", "O", "C", "H", "H", "H", "H", "H", "H", "C", "C", "O", "C", "H", "H", "H", "H", "H", "H"],
  "coordinates": [[3.06200, -1.15443, 2.51145], [4.01223, -1.62728, 1.56284], [4.06702, -2.77177, 1.23472], [4.90393, -0.55950, 0.98658], [4.27297, 0.24484, -0.17207], [2.87907, 0.71319, 0.05333], [2.58798, 2.04593, 0.41073], [1.40029, 2.53499, 0.62128], [0.39644, 1.67576, 0.51061], [0.54123, 0.39347, 0.20687], [-0.67539, -0.44232, 0.16993], [-1.41450, -0.67918, 1.32805], [-2.53541, -1.49387, 1.21188], [-2.97288, -2.03919, 0.08377], [-2.25986, -1.80687, -1.02068], [-1.10781, -1.03200, -1.00644], [1.79580, -0.13567, -0.05445], [2.30030, -1.82150, 2.55210], [3.46692, -1.07192, 3.43736], [5.17434, 0.12003, 1.79265], [5.78383, -1.05499, 0.59466], [4.25388, -0.38981, -1.05804], [4.93217, 1.07314, -0.41327], [3.40720, 2.74078, 0.52475], [-0.53015, 2.04618, 0.69744], [-1.12730, -0.25607, 2.27803], [-3.10382, -1.70777, 2.10678], [-2.59777, -2.25287, -1.94578], [-0.55347, -0.89244, -1.92473], [1.91525, -1.17285, -0.32459], [0.64426, 5.52187, 1.45431], [-0.33445, 6.04897, 2.47752], [-1.16096, 5.31400, 2.96750], [-0.23560, 7.50493, 2.85219], [0.44760, 4.46932, 1.29884], [0.52742, 6.05573, 0.50928], [1.66820, 5.64300, 1.81315], [-0.38789, 8.12905, 1.97046], [0.74932, 7.71791, 3.27047], [-0.99562, 7.74228, 3.59214], [-3.90430, -5.71836, -2.74989], [-3.97763, -4.81354, -3.95507], [-3.31702, -3.80129, -4.03072], [-4.91227, -5.22784, -5.06236], [-3.19974, -5.31065, -2.02829], [-4.88666, -5.79874, -2.28275], [-3.57286, -6.71336, -3.04966], [-5.93391, -5.28896, -4.68497], [-4.62042, -6.20393, -5.45220], [-4.87190, -4.49644, -5.86570]],
  "forces_ev_per_angstrom": [[-0.183, 0.011, -0.280], [-0.068, 0.507, 0.623], [-0.208, -0.739, -0.722], [-0.001, 0.143, 0.163], [0.099, -0.331, -0.271], [-0.471, -0.203, 0.172], [0.573, 0.087, -0.024], [-0.400, -0.337, 0.014], [0.825, 0.012, 0.086], [-0.784, -0.815, -0.215], [-0.531, -0.181, 0.336], [0.065, 0.077, -0.508], [-0.075, 0.087, 0.415], [0.250, 0.045, -0.216], [0.074, 0.106, 0.416], [0.329, 0.003, -0.485], [0.485, 0.760, -0.096], [0.115, -0.259, 0.289], [0.024, 0.328, 0.016], [0.136, 0.101, 0.037], [0.229, 0.066, 0.030], [0.016, -0.128, -0.034], [0.007, 0.191, 0.057], [-0.031, 0.219, 0.001], [-0.012, 0.146, 0.013], [-0.012, -0.014, 0.160], [-0.143, -0.056, 0.016], [-0.114, -0.098, -0.077], [-0.006, 0.030, -0.082], [-0.141, -0.154, 0.002], [-0.201, 0.073, 0.098], [-0.028, 0.021, 0.031], [-0.005, -0.050, -0.017], [-0.177, -0.099, 0.127], [0.009, 0.111, 0.010], [0.129, 0.082, 0.033], [0.021, 0.110, -0.093], [0.127, 0.023, -0.014], [0.042, 0.054, -0.111], [-0.003, -0.008, 0.000], [0.145, 0.179, 0.048], [-0.029, -0.031, -0.020], [0.056, 0.089, 0.122], [0.099, 0.197, -0.085], [-0.003, 0.001, 0.001], [-0.023, -0.117, -0.050], [-0.120, -0.049, 0.004], [0.003, -0.132, 0.010], [-0.096, -0.064, 0.066], [0.005, 0.003, 0.004]],
  "lowdin_charge": [0.126, -0.533, 0.130, -0.082, -0.108, -0.138, -0.010, 0.134, 0.144, -0.130, -0.182, 0.000, -0.117, 0.096, -0.087, 0.002, 0.086, 0.096, 0.107, 0.127, 0.129, 0.139, 0.127, 0.142, 0.198, 0.119, 0.116, 0.104, 0.125, 0.155, -0.035, -0.503, 0.064, -0.019, 0.025, 0.090, 0.087, 0.089, 0.088, 0.085, -0.021, -0.502, 0.049, -0.021, 0.074, 0.089, 0.088, 0.088, 0.088, 0.083]
}